ORCA calculation (ωB97M-V with the def2-TZVPD basis set) on a single C13H11F3O4 molecule.

- lowest unoccupied orbital energy (Ha) = 0.0017
- M (Da) = 288.22
- electronic energy (a.u.) = -1102.4763
- HOMO-LUMO gap (eV) = 8.802
- structure (SMILES) = CC(=O)C(=Cc1cc(O)c(O)c(C(F)(F)F)c1)C(C)=O

```
31
Properties=species:S:1:pos:R:3:forces:R:3:nbo_charge:R:1
C -0.146287 -1.256632 -3.141978 -2.085 0.946 2.891 -0.69
C 0.232057 -1.727726 -1.682360 -4.588 0.209 -3.412 0.59
O -0.428210 -2.527298 -1.089470 -1.173 -1.513 0.525 -0.52
C 1.337802 -1.214198 -1.049630 1.524 5.123 3.110 -0.22
C 1.476921 -0.124314 -0.242168 -0.853 -1.872 -0.380 -0.12
C 0.425502 0.717385 0.370390 0.763 0.814 -0.071 -0.10
C 0.757146 2.027755 0.738324 -0.820 0.846 0.824 -0.18
C -0.182712 2.876045 1.421701 2.237 -1.850 -0.406 0.22
O 0.276600 4.053364 1.960848 0.823 -1.552 -1.149 -0.65
C -1.427560 2.340066 1.713133 -1.407 -0.668 -0.202 0.32
O -2.258816 3.127985 2.451932 -0.307 0.107 0.077 -0.69
C -1.802236 1.039022 1.268453 0.698 0.439 -1.295 -0.22
C -3.188530 0.424973 1.379709 -0.067 0.553 1.213 0.98
F -3.618513 -0.492110 0.551585 1.506 -1.769 -0.977 -0.30
F -3.167820 -0.135576 2.629510 -1.059 0.244 -0.131 -0.33
F -4.215543 1.293581 1.224810 0.319 1.512 1.480 -0.34
C -0.837121 0.240318 0.671855 -0.985 -1.650 -0.845 -0.18
C 2.469965 -1.959054 -1.410829 3.378 -1.177 -1.703 0.59
C 3.045644 -2.883192 -0.328480 -0.005 -0.264 -0.843 -0.73
O 2.901190 -1.842126 -2.563909 -0.213 -0.792 1.878 -0.52
H -1.223449 -1.354575 -3.412277 0.679 -0.219 0.781 0.23
H 0.374840 -1.817916 -3.797287 1.974 -1.876 -2.258 0.24
H 0.117286 -0.231986 -3.279835 0.397 0.746 -0.038 0.22
H 2.473659 0.016818 0.130310 0.410 0.363 0.115 0.21
H 1.781884 2.387960 0.586814 -0.513 0.015 0.015 0.23
H -0.476290 4.546359 2.194241 -1.568 1.271 0.735 0.49
H -3.125430 2.711834 2.588684 0.346 0.157 -0.142 0.50
H -1.096489 -0.824909 0.377207 0.241 1.550 0.462 0.25
H 2.359071 -3.148602 0.472573 -0.252 0.601 0.000 0.24
H 3.213869 -3.835816 -0.832671 0.746 0.083 0.020 0.25
H 3.951569 -2.427436 0.098813 -0.146 -0.375 -0.276 0.25
```
Forces are in eV/Å.